# 1
122
Properties=species:S:1:pos:R:3 method="wB97M-V/def2-TZVPD" smiles=CC(C)O.CC(C)O.CC(C)O.OCCO.OCCO.OCCO.OCCO.OCCO.CCO.CCO.CCO.CCO total_charge=0 orbital_gap_ev=10.23 largest_force_ev_per_a=2.92 homo_energy_ev=-9.69
C -2.442 -1.889 -5.226
C -1.151 -1.155 -4.810
O -0.098 -2.063 -5.023
H -3.324 -1.309 -5.431
H -2.699 -2.642 -4.493
H -2.158 -2.507 -6.170
H -1.205 -0.783 -3.787
H -1.172 -0.306 -5.561
H 0.589 -1.914 -4.363
C 1.074 3.450 -2.166
C 0.741 2.723 -3.485
O 0.039 1.533 -3.261
H 1.524 4.425 -2.524
H 1.842 2.903 -1.603
H 0.179 3.526 -1.581
H 1.661 2.516 -4.045
H 0.123 3.433 -4.124
H 0.360 1.102 -2.461
C 2.823 7.217 1.333
C 3.375 5.898 0.788
O 3.379 4.760 1.609
H 1.825 6.997 1.771
H 2.638 7.921 0.527
H 3.384 7.627 2.160
H 4.398 6.013 0.493
H 2.824 5.673 -0.109
H 2.434 4.410 1.684
C -4.422 1.914 -0.629
C -3.823 1.825 -2.064
O -2.582 1.200 -2.026
H -5.404 2.423 -0.738
H -3.890 2.504 0.145
H -4.624 0.947 -0.129
H -3.671 2.858 -2.335
H -4.593 1.270 -2.660
H -2.031 1.480 -2.746
C 4.961 2.003 2.694
C 4.211 1.446 1.448
O 5.001 1.648 0.305
O 5.424 3.281 2.448
H 5.740 1.343 2.924
H 4.308 2.036 3.617
H 3.236 1.967 1.334
H 4.021 0.365 1.594
H 5.973 1.703 0.572
H 4.726 3.734 1.978
C -4.359 -1.646 2.186
C -5.454 -2.535 2.921
O -5.479 -3.864 2.305
O -4.917 -1.023 1.023
H -3.449 -2.267 1.996
H -4.133 -0.827 2.907
H -6.384 -2.032 2.766
H -5.181 -2.667 3.980
H -6.197 -4.366 2.621
H -4.891 -1.594 0.228
C -0.323 0.222 0.312
C -1.374 0.496 1.403
O -0.740 0.922 2.613
O -0.839 -0.505 -0.810
H 0.431 -0.424 0.771
H 0.265 1.051 -0.107
H -2.076 -0.313 1.639
H -2.046 1.355 1.092
H -0.513 0.055 3.064
H -1.445 0.088 -1.296
C 0.577 -2.390 4.146
C 0.101 -3.822 4.339
O -0.878 -4.201 3.346
O -0.544 -1.544 3.799
H 1.354 -2.239 3.345
H 0.948 -1.993 5.088
H -0.376 -3.907 5.363
H 0.976 -4.423 4.249
H -0.390 -4.327 2.511
H -1.068 -2.003 3.155
C -2.891 -2.810 -1.167
C -2.607 -3.965 -2.046
O -2.392 -5.165 -1.309
O -4.134 -3.055 -0.515
H -3.062 -1.919 -1.732
H -2.079 -2.539 -0.467
H -1.764 -3.782 -2.646
H -3.461 -4.139 -2.713
H -3.119 -5.735 -1.581
H -3.991 -3.681 0.202
C 2.537 -1.163 -2.888
C 3.706 -0.459 -2.176
C 4.947 -0.206 -2.963
O 3.043 0.726 -1.663
H 2.208 -0.394 -3.526
H 1.737 -1.540 -2.260
H 2.911 -2.090 -3.405
H 4.044 -0.971 -1.284
H 5.481 -1.167 -3.194
H 5.593 0.472 -2.407
H 4.769 0.197 -3.965
H 3.723 1.095 -1.033
C -1.015 4.484 1.808
C 0.140 4.246 2.767
C -0.519 3.785 4.126
O 1.078 3.311 2.234
H -1.654 3.580 1.654
H -0.750 4.852 0.804
H -1.669 5.214 2.294
H 0.685 5.155 2.880
H -1.228 2.955 3.921
H -1.265 4.509 4.553
H 0.096 3.458 4.906
H 0.660 2.478 2.349
C 2.239 -3.972 -0.150
C 0.970 -4.561 -0.653
C 1.117 -6.065 -1.000
O -0.067 -4.326 0.327
H 2.324 -2.895 -0.067
H 3.036 -4.283 -0.859
H 2.466 -4.390 0.819
H 0.647 -4.141 -1.606
H 1.556 -6.159 -1.959
H 0.122 -6.521 -0.973
H 1.647 -6.634 -0.250
H -0.934 -4.571 -0.012



# 2
129
Properties=species:S:1:pos:R:3 method="wB97M-V/def2-TZVPD" total_charge=-1 orbital_gap_ev=8.36 largest_force_ev_per_a=3.15 homo_energy_ev=-6.64
C 0.741 0.427 -0.546
C 1.178 -0.169 0.794
C 0.109 -1.087 1.366
O 2.423 -0.808 0.662
H -0.131 1.095 -0.495
H 0.331 -0.321 -1.228
H 1.508 1.037 -1.027
H 1.273 0.677 1.501
H 0.402 -1.445 2.356
H -0.115 -1.927 0.711
H -0.794 -0.493 1.544
C 2.736 -4.426 0.275
O 2.854 -5.648 0.283
N 3.708 -3.516 0.013
N 1.591 -3.707 0.453
H 4.691 -3.674 0.125
H 3.328 -2.577 -0.045
H 1.751 -2.705 0.504
H 0.699 -4.141 0.581
C 4.988 1.914 0.430
O 5.878 2.753 0.303
N 4.007 2.009 1.367
N 4.864 0.789 -0.328
H 3.256 1.339 1.275
H 3.895 2.785 1.985
H 5.489 0.636 -1.094
H 4.204 0.081 -0.032
C -1.116 3.173 3.588
O -2.012 3.767 2.990
N -0.167 3.781 4.362
N -0.955 1.827 3.510
H 0.004 4.768 4.400
H 0.503 3.235 4.867
H -1.697 1.334 3.045
H -0.213 1.430 4.046
C 2.415 -1.682 -3.574
O 2.598 -1.850 -4.780
N 1.250 -2.004 -2.946
N 3.328 -1.128 -2.723
H 0.415 -2.283 -3.448
H 1.153 -1.900 -1.956
H 3.048 -0.979 -1.767
H 4.174 -0.729 -3.082
C 4.419 -0.791 3.759
O 5.086 -0.739 4.805
N 3.226 -0.186 3.568
N 4.794 -1.357 2.603
H 2.872 0.391 4.307
H 2.879 -0.351 2.626
H 4.130 -1.243 1.844
H 5.653 -1.878 2.615
C 3.492 2.521 -2.954
C 2.525 3.355 -3.776
O 2.968 4.710 -3.746
H 3.428 2.826 -1.907
H 4.540 2.568 -3.237
H 3.096 1.499 -2.957
H 1.541 3.341 -3.294
H 2.365 3.043 -4.809
H 2.558 5.124 -2.977
C -2.811 -1.966 -1.745
C -2.558 -2.864 -2.944
O -1.467 -2.454 -3.749
H -2.766 -0.921 -2.076
H -2.012 -2.044 -1.007
H -3.806 -2.099 -1.320
H -3.438 -2.971 -3.586
H -2.355 -3.856 -2.535
H -1.712 -1.604 -4.150
C -3.230 -2.335 3.526
C -4.577 -1.638 3.683
C -5.308 -1.393 2.379
O -5.384 -2.549 4.468
H -2.835 -2.673 4.485
H -2.505 -1.744 2.960
H -3.309 -3.272 2.967
H -4.444 -0.741 4.294
H -6.089 -0.644 2.497
H -5.851 -2.257 1.987
H -4.593 -1.185 1.586
H -5.111 -2.487 5.387
C -0.500 -4.370 3.385
C 0.123 -5.733 3.051
C 0.129 -6.706 4.205
O -0.764 -6.359 2.097
H -1.467 -4.639 3.814
H -0.588 -3.767 2.483
H 0.039 -3.851 4.180
H 1.085 -5.670 2.537
H -0.852 -7.131 4.406
H 0.569 -6.309 5.125
H 0.856 -7.497 3.999
H -0.813 -5.808 1.310
C -0.901 4.875 -1.072
C 0.453 5.330 -0.544
C 1.289 4.224 0.111
O 1.187 5.784 -1.705
H -0.757 3.992 -1.696
H -1.499 5.646 -1.554
H -1.507 4.589 -0.205
H 0.369 6.246 0.051
H 2.162 4.655 0.601
H 1.435 3.469 -0.658
H 0.759 3.756 0.948
H 1.883 6.357 -1.363
C -0.629 1.664 -4.209
C -1.835 1.339 -5.073
C -1.600 1.301 -6.553
O -2.374 0.104 -4.625
H -0.353 2.709 -4.337
H 0.215 0.985 -4.366
H -0.814 1.512 -3.141
H -2.531 2.162 -4.852
H -2.436 0.798 -7.046
H -0.709 0.707 -6.774
H -1.503 2.269 -7.046
H -3.281 -0.028 -4.916
C -4.591 3.026 -0.677
C -4.097 1.615 -0.492
C -2.626 1.575 -0.035
O -4.852 1.106 0.636
H -5.652 3.007 -0.940
H -4.122 3.476 -1.561
H -4.485 3.679 0.186
H -4.205 0.909 -1.313
H -2.330 0.656 0.478
H -2.431 2.329 0.737
H -1.941 1.733 -0.870
H -4.512 1.492 1.448



# 3
130
Properties=species:S:1:pos:R:3 method="wB97M-V/def2-TZVPD" total_charge=0 orbital_gap_ev=8.66 largest_force_ev_per_a=7.38 homo_energy_ev=-8.52
N 1.368 0.532 -0.543
H 1.296 0.831 0.419
H 0.753 -0.252 -0.711
H 2.336 0.258 -0.628
H 1.198 1.246 -1.236
B 1.708 2.650 -2.296
H 1.498 1.684 -2.727
H 2.715 2.567 -1.918
H 1.615 3.345 -3.116
H 1.048 2.845 -1.465
C -2.722 -1.095 5.552
O -1.892 -2.137 5.023
C -1.267 -2.828 6.152
C -0.376 -3.930 5.686
N 0.652 -3.331 4.887
C 1.264 -4.258 3.934
C 2.397 -3.686 2.986
O 2.047 -2.336 2.605
C 3.164 -1.695 2.004
H -3.299 -0.540 4.813
H -2.112 -0.358 6.075
H -3.426 -1.461 6.299
H -2.012 -3.245 6.830
H -0.631 -2.055 6.584
H -0.964 -4.674 5.150
H 0.061 -4.447 6.541
H 0.412 -2.387 4.621
H 0.492 -4.732 3.326
H 1.701 -5.094 4.480
H 2.368 -4.369 2.137
H 3.391 -3.621 3.430
H 2.785 -0.724 1.684
H 3.543 -2.180 1.104
H 3.978 -1.489 2.699
C -1.221 -5.954 -1.084
O -0.518 -4.785 -1.176
C -0.270 -4.030 0.033
C 0.588 -2.792 -0.243
N -0.100 -1.777 -1.103
C 0.075 -1.982 -2.563
C -1.033 -1.086 -3.233
O -2.409 -1.296 -2.869
C -2.885 -2.590 -3.176
H -1.426 -6.348 -2.079
H -2.193 -5.850 -0.603
H -0.653 -6.649 -0.465
H 0.303 -4.627 0.742
H -1.202 -3.738 0.518
H 1.527 -3.028 -0.744
H 0.850 -2.367 0.726
H -1.094 -1.887 -0.963
H -0.222 -2.977 -2.895
H 1.077 -1.859 -2.974
H -1.057 -1.020 -4.320
H -0.854 -0.041 -2.978
H -2.430 -3.212 -2.405
H -2.765 -2.955 -4.197
H -3.974 -2.613 -3.134
C -6.895 1.694 -4.452
O -6.500 1.246 -3.142
C -5.090 1.381 -2.979
C -4.587 1.198 -1.500
N -3.117 1.040 -1.445
C -2.515 0.766 -0.106
C -3.169 -0.446 0.714
O -2.774 -1.662 0.067
C -3.664 -2.804 0.277
H -6.561 2.717 -4.620
H -7.984 1.648 -4.427
H -6.465 1.053 -5.222
H -4.710 2.315 -3.394
H -4.803 0.529 -3.596
H -5.061 0.287 -1.136
H -4.834 2.050 -0.866
H -2.962 0.202 -1.989
H -2.717 1.680 0.452
H -1.426 0.716 -0.102
H -4.241 -0.295 0.584
H -2.736 -0.390 1.712
H -3.307 -3.808 0.045
H -4.606 -2.672 -0.255
H -3.841 -2.837 1.352
C 0.009 0.127 3.337
O 0.138 0.730 2.052
C 0.375 2.185 2.033
C 1.808 2.462 2.426
N 2.667 2.069 1.306
C 4.100 2.007 1.795
C 4.709 3.379 1.886
O 4.877 4.044 0.703
C 5.962 3.589 -0.169
H 0.942 -0.171 3.815
H -0.515 -0.811 3.155
H -0.467 0.769 4.078
H -0.347 2.726 2.644
H 0.185 2.565 1.030
H 2.043 1.864 3.307
H 1.902 3.518 2.680
H 2.660 2.804 0.612
H 4.552 1.326 1.073
H 4.027 1.448 2.727
H 5.687 3.222 2.341
H 4.156 4.045 2.547
H 5.938 2.518 -0.368
H 6.887 3.738 0.388
H 6.068 4.125 -1.113
C 1.729 5.874 -0.686
O 2.033 6.983 -0.248
N 0.624 5.570 -1.296
N 2.549 4.797 -0.695
H 0.105 6.362 -1.648
H 0.499 4.640 -1.671
H 2.279 3.930 -1.137
H 3.289 4.813 -0.008
C 3.694 -0.742 -2.371
O 3.824 -0.373 -1.187
N 3.988 -1.906 -2.860
N 3.296 -0.010 -3.306
H 4.201 -2.739 -2.330
H 3.745 -1.904 -3.840
H 2.967 0.928 -3.128
H 3.233 -0.336 -4.260
C -1.588 4.043 -3.699
O -2.665 4.616 -3.876
N -1.483 2.886 -3.116
N -0.465 4.522 -4.140
H -0.575 2.709 -2.709
H -2.316 2.447 -2.751
H -0.342 5.428 -4.569
H 0.375 4.005 -3.923